1.
The following is a DFT calculation (wB97M-V/def2-TZVPD) of a structure of composition C5H19InN6O6 at a distorted geometry.

Spin multiplicity: 1
Frontier orbital gap (eV): 2.51
ΔE to the lowest compared entry with this formula, charge and spin (kcal/mol): 0.00
Net charge: +2

Structure (XYZ):
```
37
C5H19InN6O6 (wB97M-V/def2-TZVPD)
H -3.869 -0.306 -0.584
H 3.307 -4.919 -0.841
H -2.726 -0.031 0.746
C -0.655 1.680 2.371
C 0.821 1.421 2.807
N -3.348 -0.627 0.217
H -1.317 1.803 3.230
N 3.739 -4.135 -1.290
H 1.559 -2.428 0.281
O -1.181 0.664 1.558
H 0.844 -0.548 -0.554
N -0.582 2.641 -1.243
H -1.750 4.355 -2.449
H 0.856 0.400 3.193
H -1.542 2.798 -0.997
C 2.928 -3.048 -1.096
O 2.898 -2.115 -1.910
O -3.952 -2.801 -0.164
H 4.517 -4.091 -1.921
O 0.953 0.408 -0.636
C -3.296 -1.961 0.442
N -0.800 4.304 -2.765
H -0.023 1.915 -0.815
N 2.137 -3.189 0.006
O 1.111 3.059 -2.733
H -0.733 2.618 1.813
H 2.107 -4.086 0.448
H 1.411 0.823 0.953
In 1.991 0.293 -3.402
H -2.555 -3.278 1.777
H -0.531 4.718 -3.643
N -2.610 -2.295 1.562
H 1.264 2.196 3.424
C -0.005 3.312 -2.260
H -2.026 -1.663 2.087
O 1.714 1.441 1.664
H -0.654 0.674 0.724
```

List of natural (NBO) charges in e, atom by atom: atom 1 (H): 0.4283, atom 2 (H): 0.3979, atom 3 (H): 0.4111, atom 4 (C): -0.0899, atom 5 (C): -0.0973, atom 6 (N): -0.7435, atom 7 (H): 0.2459, atom 8 (N): -0.8018, atom 9 (H): 0.3866, atom 10 (O): -0.6682, atom 11 (H): 0.4564, atom 12 (N): -0.7491, atom 13 (H): 0.3978, atom 14 (H): 0.2188, atom 15 (H): 0.4044, atom 16 (C): 0.7959, atom 17 (O): -0.7393, atom 18 (O): -0.4808, atom 19 (H): 0.4393, atom 20 (O): -0.9143, atom 21 (C): 0.7338, atom 22 (N): -0.8001, atom 23 (H): 0.4266, atom 24 (N): -0.8120, atom 25 (O): -0.6415, atom 26 (H): 0.2087, atom 27 (H): 0.4115, atom 28 (H): 0.4815, atom 29 (In): 1.1707, atom 30 (H): 0.4294, atom 31 (H): 0.4310, atom 32 (N): -0.7579, atom 33 (H): 0.2619, atom 34 (C): 0.7670, atom 35 (H): 0.4042, atom 36 (O): -0.5108, atom 37 (H): 0.4978

2.
The following is a DFT calculation (wB97M-V/def2-TZVPD) of a structure of composition C40H32Cl2N7O2Re.

Spin multiplicity: 2
Frontier orbital gap (spin up / spin down) (eV): 6.67 / 6.62
Net charge: +1

Structure (XYZ):
```
84
C40H32Cl2N7O2Re (wB97M-V/def2-TZVPD)
C 1.264 -2.257 4.457
Cl 2.503 -4.605 3.861
C 2.311 -2.726 -2.575
C 1.273 -2.256 -1.784
H 0.259 -0.432 4.889
C -2.655 -2.789 0.630
C 1.489 -2.826 2.133
C -0.430 4.898 -1.959
C -1.677 0.549 -1.675
H -1.907 3.459 4.117
H 4.102 0.191 -4.212
H 1.986 1.089 -0.596
H 2.789 -3.757 -4.394
C 0.384 -0.805 2.770
N -1.833 -0.757 -1.350
H 4.130 0.719 -1.786
C 0.600 -1.092 4.112
H -1.153 -0.404 -4.201
C -2.328 3.248 3.144
H 1.191 3.538 -1.510
C 0.755 0.494 -3.716
C 3.175 0.359 -3.680
H 0.388 -4.031 -5.036
H -4.310 3.745 -3.698
O -0.364 1.576 4.181
C -5.103 -1.790 -2.789
C -3.896 -1.139 -2.598
N -0.400 0.268 2.262
H -5.042 -3.768 -0.057
H 1.960 0.046 -5.418
H -1.735 -3.275 0.301
H -3.608 1.211 -2.162
N -2.206 1.853 1.184
H -2.185 6.026 -2.430
H -1.126 1.363 -4.331
C -5.521 -2.726 -1.858
C -4.100 4.069 -2.677
N -0.411 1.159 -1.632
H 1.850 -3.517 1.386
C -2.642 3.945 -2.350
C -0.759 1.330 3.068
H -1.356 -3.087 -3.530
C -3.909 3.530 1.398
H -0.337 0.370 -5.549
Cl 1.524 -2.601 6.129
C 0.140 3.652 -1.732
C -3.502 -2.377 -0.540
C -0.301 -3.006 -3.288
C 1.699 -3.129 3.465
O 2.759 -1.718 -0.080
C 2.002 0.869 -1.657
C -3.123 -1.404 -1.469
C 3.196 0.661 -2.329
C -2.053 2.711 -2.115
N -2.634 1.443 -2.086
C -0.538 0.455 -4.483
Re -0.873 0.294 0.373
C 0.811 0.768 -2.350
H -3.536 -0.450 -3.353
H -4.432 5.101 -2.582
C -1.783 5.036 -2.260
C -0.709 2.570 -1.812
C 2.001 -3.369 -3.762
H -6.459 -3.247 -1.992
H -1.020 -1.488 -1.566
C -3.400 3.945 2.616
H 0.189 5.782 -1.902
C -3.290 2.494 0.725
H -4.780 3.997 0.962
N -0.001 -2.397 -2.141
H -5.698 -1.580 -3.668
H -3.205 -3.487 1.259
H -4.718 3.463 -2.009
H 3.326 -2.599 -2.230
H -2.352 -1.934 1.235
C 0.846 -1.650 1.771
H -3.849 4.766 3.157
N 0.549 -1.309 0.416
H -3.692 2.145 -0.205
C 1.967 0.272 -4.359
C 0.671 -3.521 -4.126
C 1.593 -1.692 -0.417
C -1.788 2.206 2.418
C -4.721 -3.015 -0.765
```

List of Löwdin charges in e, atom by atom: atom 1 (C): -0.6770, atom 2 (Cl): 0.6917, atom 3 (C): 0.0175, atom 4 (C): -0.1696, atom 5 (H): 0.1035, atom 6 (C): -0.0352, atom 7 (C): -0.0432, atom 8 (C): -0.0471, atom 9 (C): -0.4502, atom 10 (H): 0.1321, atom 11 (H): 0.1158, atom 12 (H): 0.1210, atom 13 (H): 0.1204, atom 14 (C): -0.2016, atom 15 (N): 0.0252, atom 16 (H): 0.1227, atom 17 (C): -0.0282, atom 18 (H): 0.0677, atom 19 (C): 0.0305, atom 20 (H): 0.1227, atom 21 (C): -0.1915, atom 22 (C): -0.0547, atom 23 (H): 0.1140, atom 24 (H): 0.0931, atom 25 (O): 0.1174, atom 26 (C): -0.0666, atom 27 (C): -0.0481, atom 28 (N): -0.0973, atom 29 (H): 0.1198, atom 30 (H): 0.1204, atom 31 (H): 0.0849, atom 32 (H): 0.1360, atom 33 (N): -0.0027, atom 34 (H): 0.1208, atom 35 (H): 0.0846, atom 36 (C): -0.0607, atom 37 (C): -0.0210, atom 38 (N): -0.0291, atom 39 (H): 0.1173, atom 40 (C): -0.2040, atom 41 (C): -0.4351, atom 42 (H): 0.1211, atom 43 (C): -0.0240, atom 44 (H): 0.0918, atom 45 (Cl): 0.6910, atom 46 (C): 0.0218, atom 47 (C): -0.1943, atom 48 (C): -0.0955, atom 49 (C): -0.6729, atom 50 (O): 0.0892, atom 51 (C): -0.0471, atom 52 (C): -0.1845, atom 53 (C): -0.0470, atom 54 (C): -0.1819, atom 55 (N): 0.1468, atom 56 (C): -0.0026, atom 57 (Re): 1.4807, atom 58 (C): -0.1839, atom 59 (H): 0.1068, atom 60 (H): 0.0878, atom 61 (C): -0.0183, atom 62 (C): -0.1488, atom 63 (C): -0.0227, atom 64 (H): 0.1132, atom 65 (H): 0.0768, atom 66 (C): -0.0125, atom 67 (H): 0.1137, atom 68 (C): -0.0971, atom 69 (H): 0.1166, atom 70 (N): 0.0960, atom 71 (H): 0.1115, atom 72 (H): 0.0855, atom 73 (H): 0.0731, atom 74 (H): 0.1292, atom 75 (H): 0.0470, atom 76 (C): -0.2373, atom 77 (H): 0.1233, atom 78 (N): -0.0315, atom 79 (H): 0.0900, atom 80 (C): -0.0265, atom 81 (C): -0.0309, atom 82 (C): -0.4702, atom 83 (C): -0.1766, atom 84 (C): -0.0227

3.
The following is a DFT calculation (wB97M-V/def2-TZVPD) of the ion C6H11N with charge -1 at a distorted geometry.

Spin multiplicity: 2
Frontier orbital gap (spin up / spin down) (eV): 5.06 / 5.17
ΔE to the lowest compared entry with this formula, charge and spin (kcal/mol): 37.63
Net charge: -1

Structure (XYZ):
```
18
C6H11N (wB97M-V/def2-TZVPD)
H 0.044 0.511 -2.124
C -1.622 -1.304 1.112
C -0.283 -1.224 0.731
H -1.327 1.782 0.291
H 0.305 -2.037 1.196
C 1.675 -0.243 -0.302
H 3.167 -0.140 1.246
H 2.116 0.241 -1.182
C -0.873 1.800 -0.718
H -0.043 2.527 -0.542
H 2.055 -1.221 1.432
H -2.426 -1.475 0.374
N 2.534 -0.726 0.699
H -1.496 -0.152 -1.343
C -0.582 0.429 -1.252
H -2.002 -0.763 2.035
C 0.295 -0.351 -0.263
H -1.535 2.346 -1.390
```

List of natural (NBO) charges in e, atom by atom: atom 1 (H): 0.1925, atom 2 (C): -0.6854, atom 3 (C): -0.4358, atom 4 (H): 0.2132, atom 5 (H): 0.1593, atom 6 (C): -0.1740, atom 7 (H): 0.3352, atom 8 (H): 0.1477, atom 9 (C): -0.5964, atom 10 (H): 0.1914, atom 11 (H): 0.3658, atom 12 (H): 0.1284, atom 13 (N): -0.8731, atom 14 (H): 0.2167, atom 15 (C): -0.4434, atom 16 (H): 0.1396, atom 17 (C): -0.0566, atom 18 (H): 0.1749

4.
The following is a DFT calculation (wB97M-V/def2-TZVPD) of the molecule C6H8BrNO at a distorted geometry.

Spin multiplicity: 1
Frontier orbital gap (eV): 9.33
ΔE to the lowest compared entry with this formula, charge and spin (kcal/mol): 39.87

Structure (XYZ):
```
17
C6H8BrNO (wB97M-V/def2-TZVPD)
H 1.121 -1.402 -1.770
C 1.544 0.350 -0.529
H -0.134 -0.151 -1.888
H -2.015 -0.111 -0.542
H 0.604 -2.540 0.015
C 0.597 -0.616 -1.181
H -0.919 -1.874 -0.587
O -0.107 -0.928 1.190
H -1.086 0.553 2.193
H -2.706 1.079 0.738
C -1.020 0.094 1.265
Br 3.219 -0.327 0.048
C -2.016 0.297 0.417
C 1.286 1.529 -0.107
H 0.498 2.896 0.809
N 1.069 2.757 0.002
C 0.064 -1.604 -0.071
```

List of natural (NBO) charges in e, atom by atom: atom 1 (H): 0.2371, atom 2 (C): -0.2625, atom 3 (H): 0.2388, atom 4 (H): 0.1959, atom 5 (H): 0.2147, atom 6 (C): -0.4625, atom 7 (H): 0.1784, atom 8 (O): -0.5066, atom 9 (H): 0.1871, atom 10 (H): 0.2152, atom 11 (C): 0.1431, atom 12 (Br): 0.0695, atom 13 (C): -0.5226, atom 14 (C): 0.3722, atom 15 (H): 0.3621, atom 16 (N): -0.5867, atom 17 (C): -0.0733

5.
The following is a DFT calculation (wB97M-V/def2-TZVPD) of the molecule CH2FNOS at a distorted geometry.

Spin multiplicity: 1
Frontier orbital gap (eV): 9.98
ΔE to the lowest compared entry with this formula, charge and spin (kcal/mol): 34.40

Structure (XYZ):
```
7
CH2FNOS (wB97M-V/def2-TZVPD)
N -0.569 0.325 1.641
C -0.175 0.796 0.569
H 0.198 -1.626 -1.367
S -1.044 -1.026 -1.250
O -0.213 0.331 -0.636
H -0.686 0.972 2.514
F 0.394 2.073 0.417
```

List of natural (NBO) charges in e, atom by atom: atom 1 (N): -0.7565, atom 2 (C): 0.8800, atom 3 (H): 0.1253, atom 4 (S): 0.3463, atom 5 (O): -0.6373, atom 6 (H): 0.3963, atom 7 (F): -0.3541

6.
The following is a DFT calculation (wB97M-V/def2-TZVPD) of the molecule C7H11N at a distorted geometry.

Spin multiplicity: 1
Frontier orbital gap (eV): 9.95
ΔE to the lowest compared entry with this formula, charge and spin (kcal/mol): 111.28

Structure (XYZ):
```
19
C7H11N (wB97M-V/def2-TZVPD)
C -0.530 0.909 -0.723
C -0.325 -1.235 0.553
C 0.309 -0.403 -0.706
H 2.088 -1.295 -2.482
H 0.102 1.870 -0.511
H 3.695 -0.877 -1.631
H 0.250 0.554 1.574
C -1.810 1.075 1.596
H -1.320 2.037 2.024
C -0.693 0.021 1.365
H -2.829 0.747 1.938
C 1.794 -0.298 -0.683
H 2.394 0.183 0.172
H -1.257 -1.674 0.194
N -1.501 0.664 0.317
H -1.097 1.103 -1.628
H 0.353 -1.908 1.068
H 0.130 -1.039 -1.561
C 2.589 -0.795 -1.632
```

List of natural (NBO) charges in e, atom by atom: atom 1 (C): -0.2074, atom 2 (C): -0.3721, atom 3 (C): -0.2787, atom 4 (H): 0.1802, atom 5 (H): 0.1733, atom 6 (H): 0.2084, atom 7 (H): 0.1465, atom 8 (C): -0.1649, atom 9 (H): 0.1861, atom 10 (C): -0.1256, atom 11 (H): 0.2117, atom 12 (C): -0.1829, atom 13 (H): 0.2001, atom 14 (H): 0.2227, atom 15 (N): -0.4484, atom 16 (H): 0.2102, atom 17 (H): 0.2141, atom 18 (H): 0.2159, atom 19 (C): -0.3892